[1]
C5H11O2 | ωB97M-V/def2-TZVPD

Summary:
E_LUMO = 0.1461 Eh
Highest occupied orbital energy = -3.8 eV
Energy = -9458.5983 eV
Total charge = -1
HOMO-LUMO gap = 7.800 eV
Relative energy (zero: lowest compared OMol25 entry of this formula, charge and spin) = 1.431 eV

Last column: Löwdin charge in e.
Cartesian coordinates (Å):
C: -2.112 -0.064 0.171  -0.175
C: -3.398 -0.888 0.186  -0.172
H: -2.016 0.597 -0.650  0.039
H: -1.904 0.529 1.059  0.074
H: -1.280 -0.786 0.122  0.055
H: -4.242 -0.183 0.191  0.050
H: -3.365 -1.545 1.088  0.074
H: -3.522 -1.471 -0.689  0.035
C: 1.039 0.975 -0.699  -0.252
C: 2.167 0.760 -1.577  -0.172
C: 0.990 -0.045 0.498  -0.851
O: 0.869 -1.203 0.164  -0.068
O: 1.091 0.418 1.622  -0.057
H: 0.718 1.875 -0.317  0.066
H: 0.113 0.766 -1.357  0.105
H: 2.664 -0.329 -1.614  0.116
H: 3.132 1.245 -1.074  0.099
H: 1.905 1.155 -2.523  0.031

Atoms 1-3, force components in eV/Å:
0.8 -1.6 0.6
0.1 1.4 1.5
-0.1 0.6 -1.1

***

[2]
C6H6OS | ωB97M-V/def2-TZVPD

Summary:
E_LUMO (alpha / beta) = -0.0059 / -0.0060 Eh
Highest occupied orbital energy (alpha / beta) = -8.5 / -8.5 eV
Energy = -19196.9216 eV
Total charge = 0
HOMO-LUMO gap (alpha / beta) = 8.326 / 8.325 eV
Relative energy (zero: lowest compared OMol25 entry of this formula, charge and spin) = 4.147 eV

Last column: Löwdin charge in e.
Cartesian coordinates (Å):
C: -0.244 0.181 1.597  -0.101
C: -1.435 -0.115 0.772  -0.159
C: 0.988 0.472 1.127  -0.137
C: 1.402 0.386 -0.210  -0.190
C: -1.440 -0.463 -0.430  -0.379
C: 1.089 -0.691 -0.903  -0.010
O: -1.650 0.514 -2.686  -0.586
S: -1.832 -0.759 -1.992  0.884
H: -0.349 0.526 2.674  0.117
H: -2.450 -0.046 1.315  0.154
H: 1.783 1.092 1.783  0.156
H: 2.021 1.071 -0.725  0.101
H: 1.488 -0.632 -1.885  0.073
H: 0.631 -1.537 -0.438  0.076

Atoms 1-3, force components in eV/Å:
0.5 1.2 1.6
-0.6 0.8 5.5
1.4 2.8 2.5

***

[3]
C28H22BrIrN4O2S4Sb | ωB97M-V/def2-TZVPD

Summary:
E_LUMO (alpha / beta) = -0.1832 / -0.2065 Eh
Highest occupied orbital energy (alpha / beta) = -8.1 / -10.5 eV
Energy = -162201.3193 eV
Total charge = +1
⟨S²⟩ = 6.22
2S+1 = 5
HOMO-LUMO gap (alpha / beta) = 3.110 / 4.896 eV
Relative energy (zero: lowest compared OMol25 entry of this formula, charge and spin) = 1.984 eV

Last column: Löwdin spin population.
Cartesian coordinates (Å):
Ir: -1.075 0.114 0.472  1.337
C: 3.201 5.219 -4.039  0.000
C: 2.627 3.912 -3.570  0.001
C: 3.194 2.703 -3.960  0.001
C: 2.651 1.493 -3.554  0.002
C: 1.525 1.496 -2.747  0.005
C: 0.939 2.689 -2.344  0.002
C: 1.495 3.886 -2.753  0.000
S: 0.786 -0.037 -2.284  0.023
O: 1.678 -1.096 -2.656  0.014
O: -0.555 -0.057 -2.803  0.028
N: 0.646 0.038 -0.642  0.234
C: 1.825 -0.057 0.116  -0.003
C: 3.127 -0.042 -0.340  0.066
C: 4.212 -0.142 0.554  -0.006
C: 4.033 -0.272 1.900  0.061
C: 2.718 -0.299 2.410  0.001
C: 2.423 -0.447 3.779  0.017
C: 1.122 -0.475 4.202  -0.007
C: 0.102 -0.340 3.257  0.019
N: 0.342 -0.191 1.966  0.014
C: 1.634 -0.179 1.517  0.020
H: 4.264 5.129 -4.257  0.000
H: 3.066 6.001 -3.293  0.000
H: 2.702 5.545 -4.954  0.000
H: 4.074 2.706 -4.592  0.000
H: 3.087 0.553 -3.865  0.000
H: 0.056 2.681 -1.717  0.002
H: 1.045 4.820 -2.439  0.000
H: 3.343 0.025 -1.393  0.003
H: 5.212 -0.124 0.143  -0.002
H: 4.871 -0.358 2.578  0.003
H: 3.238 -0.542 4.486  0.001
H: 0.866 -0.591 5.245  -0.001
H: -0.935 -0.346 3.563  0.001
Br: 0.355 -6.813 -2.140  0.008
C: -0.376 -5.318 -1.254  0.029
C: -0.766 -5.441 0.072  -0.004
C: -1.296 -4.343 0.727  0.031
C: -1.430 -3.136 0.048  0.018
C: -1.020 -3.014 -1.273  0.026
C: -0.499 -4.114 -1.931  -0.005
N: -1.944 -1.982 0.696  0.392
C: -2.897 -2.049 1.533  0.193
C: -3.324 -0.810 2.193  0.119
C: -4.382 -0.770 3.082  0.050
C: -4.747 0.448 3.636  0.076
C: -4.036 1.582 3.284  0.097
C: -2.983 1.467 2.391  0.053
N: -2.630 0.296 1.859  0.161
H: -0.641 -6.382 0.589  0.000
H: -1.563 -4.418 1.774  0.002
H: -1.123 -2.066 -1.789  0.001
H: -0.177 -4.028 -2.959  -0.001
H: -3.418 -2.978 1.756  0.017
H: -4.915 -1.681 3.320  0.000
H: -5.577 0.510 4.327  0.003
H: -4.292 2.554 3.680  0.005
H: -2.409 2.325 2.071  0.010
S: -5.128 3.304 0.116  0.406
Sb: -5.535 2.146 -1.923  -0.314
S: -4.362 0.337 -0.768  0.291
S: -2.428 0.956 -1.100  0.500

Atoms 1-3, force components in eV/Å:
0.6 -0.1 0.5
0.0 0.0 0.0
0.0 0.0 0.0

***

[4]
C39H48Cl5CrPS5 | ωB97M-V/def2-TZVPD

Summary:
E_LUMO (alpha / beta) = -0.1774 / -0.1123 Eh
Highest occupied orbital energy (alpha / beta) = -10.2 / -10.2 eV
Energy = -195715.8187 eV
Total charge = +1
⟨S²⟩ = 4.16
2S+1 = 4
HOMO-LUMO gap (alpha / beta) = 5.332 / 7.148 eV

Last column: Löwdin spin population.
Cartesian coordinates (Å):
Cr: 0.166 0.178 1.044  3.417
Cl: -0.220 3.079 3.764  0.004
C: -1.479 2.031 3.246  -0.003
C: -1.232 1.015 2.324  -0.113
C: -2.259 0.101 2.193  0.004
Cl: -1.739 -1.277 1.265  0.003
C: -3.511 0.174 2.765  -0.004
Cl: -4.689 -1.032 2.458  -0.004
C: -3.765 1.268 3.588  0.009
Cl: -5.305 1.456 4.309  0.003
C: -2.739 2.181 3.844  -0.006
Cl: -3.030 3.487 4.915  -0.003
C: -1.239 -5.347 1.155  0.000
C: -1.111 -4.898 -0.301  0.000
C: -0.413 -5.968 -1.151  0.000
C: -0.375 -3.589 -0.459  -0.002
C: -0.911 -2.584 -1.257  0.003
C: -0.222 -1.415 -1.544  0.000
C: -0.842 -0.449 -2.537  0.000
C: -1.115 -1.145 -3.876  0.000
C: -2.123 0.173 -1.967  0.003
C: 1.077 -1.212 -1.000  0.002
C: 1.658 -2.264 -0.232  0.000
C: 0.906 -3.398 0.050  0.005
C: 3.168 -2.334 -0.022  0.000
C: 3.739 -3.332 -1.043  0.000
C: 3.623 -2.762 1.374  -0.001
C: 1.989 -0.284 -1.758  0.002
C: 2.483 -0.831 -2.946  0.000
C: 3.299 -0.114 -3.799  0.000
C: 3.617 1.200 -3.490  0.000
C: 3.122 1.760 -2.330  -0.001
C: 2.323 1.036 -1.438  -0.003
P: 1.688 1.875 0.062  -0.011
C: 3.279 2.422 0.962  0.001
C: 4.222 3.407 0.267  -0.001
C: 2.876 3.029 2.309  0.000
C: 4.077 1.125 1.175  0.000
C: 0.736 3.374 -0.656  -0.002
C: 1.563 4.650 -0.804  -0.001
C: 0.159 3.000 -2.023  0.000
C: -0.425 3.665 0.295  0.004
H: -1.717 -6.325 1.195  0.000
H: -1.853 -4.650 1.730  0.000
H: -0.268 -5.432 1.644  0.000
H: -2.119 -4.760 -0.701  0.000
H: 0.602 -6.150 -0.793  0.000
H: -0.358 -5.654 -2.194  0.000
H: -0.962 -6.908 -1.100  0.000
H: -1.882 -2.746 -1.710  0.000
H: -0.128 0.348 -2.737  0.000
H: -1.908 -1.888 -3.790  0.000
H: -0.216 -1.646 -4.236  0.000
H: -1.420 -0.413 -4.625  0.000
H: -2.904 -0.579 -1.840  0.000
H: -2.499 0.942 -2.643  0.000
H: -1.938 0.640 -0.993  0.003
H: 1.373 -4.205 0.601  0.000
H: 3.590 -1.355 -0.247  0.000
H: 3.324 -4.328 -0.880  0.000
H: 4.822 -3.393 -0.934  0.000
H: 3.517 -3.033 -2.068  0.000
H: 3.291 -3.776 1.603  0.000
H: 3.250 -2.093 2.142  -0.001
H: 4.713 -2.751 1.415  0.000
H: 2.212 -1.848 -3.201  0.000
H: 3.675 -0.571 -4.704  0.000
H: 4.230 1.790 -4.159  0.000
H: 3.345 2.796 -2.118  0.000
H: 3.840 4.423 0.233  0.000
H: 4.510 3.088 -0.732  0.000
H: 5.139 3.431 0.861  0.000
H: 2.358 3.982 2.183  0.000
H: 3.778 3.217 2.897  0.000
H: 2.242 2.362 2.882  0.000
H: 4.614 0.847 0.266  0.000
H: 3.444 0.294 1.479  -0.001
H: 4.816 1.282 1.964  0.000
H: 2.444 4.505 -1.427  0.000
H: 1.868 5.052 0.161  0.000
H: 0.939 5.401 -1.294  0.000
H: 0.931 2.943 -2.788  0.000
H: -0.561 3.764 -2.324  0.000
H: -0.370 2.049 -1.988  0.000
H: -0.065 3.840 1.304  0.000
H: -1.145 2.845 0.320  0.002
H: -0.953 4.564 -0.031  0.000
C: 2.744 0.337 6.748  -0.007
S: 1.014 0.495 6.214  -0.005
C: 0.741 -1.077 5.479  -0.082
C: 0.716 -1.268 4.133  0.012
S: 1.344 -0.089 3.034  -0.191
S: 0.193 -2.844 3.592  0.016
C: -0.004 -3.570 5.168  -0.001
S: -0.469 -5.116 5.371  -0.021
S: 0.344 -2.465 6.467  -0.028
H: 2.967 1.257 7.284  0.000
H: 3.383 0.247 5.873  -0.001
H: 2.859 -0.514 7.414  0.000

Atoms 1-3, force components in eV/Å:
0.2 -0.3 0.4
0.1 0.2 -0.1
-0.1 -0.1 0.0